Record 1
Here is 2 unconnected molecules or ions with the total composition C27H33N3O4 in a non-equilibrium geometry from the Open Molecules 2025 dataset. Energies are from ωB97M-V/def2-TZVPD.

Highest occupied orbital energy in eV: -7.94
Net charge: 0
LUMO in Eh: 0.0100
SMILES string: CNC(=O)[C@H](Cc1ccc(O)cc1)NC(C)=O.CC(C)(C)c1cccc(-c2ccc[nH]c2=O)c1
Gap between HOMO and LUMO in eV: 8.21
Energy relative to the best compared isomer or geometry (same formula, charge and spin) in kJ/mol: 0.0
Energy in a.u.: -1513.93210

Geometry (Å):
O -0.83461 -2.46241 1.80907
O -1.88986 4.07316 4.61233
O -0.40334 0.11032 -6.66161
O -1.32468 2.76253 -3.49874
N -3.35414 3.78458 3.00226
N -0.32043 0.82873 -3.80155
N 1.00219 -1.58946 -6.30152
C 3.14756 -1.68920 3.74289
C 2.92182 -0.25044 3.24241
C -1.93383 -1.28125 -1.49261
C -0.85328 -2.25526 0.46763
C -0.43840 1.51932 4.06061
C 0.61371 0.91090 3.35385
C 0.76031 1.08344 6.12651
C -2.65610 1.18613 -4.63828
C 1.29462 -1.85383 -7.71064
C 4.19059 0.58906 3.47696
C -0.91201 -1.79721 -2.31172
C -2.25955 3.33850 3.70702
C -1.37211 1.63552 -3.96645
C 0.14049 -2.54138 -1.74101
C -0.95748 -1.59538 -3.81239
C -3.85575 3.10199 1.89069
C -0.34736 1.60125 5.45605
C -0.00893 -0.50890 -4.34601
C -3.27424 1.91231 1.51061
C 1.74945 0.38420 4.00383
C 1.79448 0.48121 5.40751
C -2.13024 1.37462 2.25480
C 0.17521 -2.76871 -0.35173
C -1.60765 2.06264 3.33802
C -1.90877 -1.51807 -0.10594
C 2.69960 -0.32372 1.71767
C 0.18289 -0.61801 -5.87363
H 0.53818 0.87925 2.27409
H -2.70030 -1.14888 0.52776
H -0.04763 -2.92229 2.10199
H 4.46537 0.60438 4.53590
H -3.23971 0.59792 -3.93617
H 0.91856 -2.95016 -2.36934
H 0.36731 -1.86416 -8.28854
H -2.45566 0.60864 -5.53294
H 0.41592 1.27133 -3.27579
H -0.69159 -2.54645 -4.27523
H -1.97922 -1.38380 -4.12208
H -1.69397 0.42658 1.95436
H 5.03431 0.17616 2.91491
H 1.79395 -2.81772 -7.82034
H 3.93730 -2.17875 3.16414
H 1.44738 -2.17320 -5.61206
H 1.93652 -1.06448 -8.10693
H -1.14069 2.07277 6.02848
H 0.96834 -0.75529 -3.93268
H 2.22853 -2.27532 3.64042
H 0.97824 -3.34204 0.08484
H 4.02919 1.62141 3.14907
H 2.64747 0.09820 5.95765
H -3.68145 4.71507 3.24001
H -4.69489 3.50245 1.32531
H -3.65570 1.37596 0.64662
H 2.59939 0.68055 1.29275
H 1.79755 -0.89731 1.48423
H 0.81921 1.15908 7.20813
H 3.44759 -1.70101 4.79498
H -3.22153 2.07282 -4.92010
H -2.74635 -0.71705 -1.92791
H 3.54817 -0.81186 1.22763

Atom charges from the Löwdin analysis, given in e for atoms 1 to 8: atom 1 (O): 0.049, atom 2 (O): 0.036, atom 3 (O): 0.067, atom 4 (O): 0.035, atom 5 (N): 0.117, atom 6 (N): 0.129, atom 7 (N): 0.011, atom 8 (C): -0.050



Record 2
Here is a single C3H5FO molecule in a non-equilibrium geometry from the Open Molecules 2025 dataset. Energies are from ωB97M-V/def2-TZVPD.

Highest occupied orbital energy in eV: -10.10
Net charge: 0
LUMO in Eh: 0.0314
SMILES string: C[C@@H](F)C=O
Gap between HOMO and LUMO in eV: 10.95
Energy relative to the best compared isomer or geometry (same formula, charge and spin) in kJ/mol: 55.4
Energy in a.u.: -292.37523

Geometry (Å):
F -1.38902 -0.30850 1.06941
O 0.16768 -2.37176 0.10836
C 0.63410 -1.29842 -0.02468
C -0.09987 -0.04844 0.58330
C -0.24711 1.01955 -0.37558
H 0.68420 1.43985 -0.83381
H 1.40804 -1.07501 -0.72417
H -0.90980 1.73983 -0.05160
H 0.50022 0.27416 1.47992
H -0.74843 0.62876 -1.23117

Atom charges from the Löwdin analysis, given in e for atoms 1 to 8: atom 1 (F): -0.011, atom 2 (O): 0.103, atom 3 (C): -0.200, atom 4 (C): -0.360, atom 5 (C): -0.067, atom 6 (H): 0.115, atom 7 (H): 0.114, atom 8 (H): 0.063



Record 3
Here is a single C4H2N2O molecule in a non-equilibrium geometry from the Open Molecules 2025 dataset. Energies are from ωB97M-V/def2-TZVPD.

Highest occupied orbital energy in eV: -9.78
Net charge: 0
LUMO in Eh: -0.0390
SMILES string: N#CC#C/C=N/O
Gap between HOMO and LUMO in eV: 8.71
Energy relative to the best compared isomer or geometry (same formula, charge and spin) in kJ/mol: 336.9
Energy in a.u.: -338.21310

Geometry (Å):
O 3.06335 0.57226 -1.08742
N 1.92387 0.70134 -0.27665
N -3.57408 -0.44516 1.41642
C -0.15446 -0.19290 -0.07154
C -2.51959 -0.44184 0.90297
C 1.04835 -0.12877 -0.70382
C -1.35380 -0.33103 0.35303
H 3.71576 1.05624 -0.61376
H 1.20587 -0.86041 -1.54912

Atom charges from the Löwdin analysis, given in e for atoms 1 to 8: atom 1 (O): -0.037, atom 2 (N): 0.043, atom 3 (N): 0.181, atom 4 (C): 0.048, atom 5 (C): -0.272, atom 6 (C): -0.195, atom 7 (C): -0.003, atom 8 (H): 0.075



Record 4
Here is a single C3H6F2OS molecule in a non-equilibrium geometry from the Open Molecules 2025 dataset. Energies are from ωB97M-V/def2-TZVPD.

Highest occupied orbital energy in eV: -9.37
Net charge: 0
LUMO in Eh: 0.0261
SMILES string: OC(F)(F)CCS
Gap between HOMO and LUMO in eV: 10.08
Energy relative to the best compared isomer or geometry (same formula, charge and spin) in kJ/mol: 0.0
Energy in a.u.: -791.04510

Geometry (Å):
S 2.75105 0.35550 0.43058
F -1.42057 1.28789 0.81496
F -1.79767 0.40516 -1.13203
O -2.34120 -0.63738 0.69931
C -1.42718 0.13462 0.11878
C 0.10313 -0.47115 0.14717
C 1.25063 0.27396 -0.52729
H -0.11652 -1.57767 -0.01140
H 0.27596 -0.54111 1.19720
H 0.84060 1.16663 -0.81742
H -3.05625 -0.20999 1.26031
H 1.45355 -0.07546 -1.54101
H 3.48448 -0.11098 -0.63915

Atom charges from the Löwdin analysis, given in e for atoms 1 to 8: atom 1 (S): 0.721, atom 2 (F): 0.092, atom 3 (F): 0.121, atom 4 (O): 0.095, atom 5 (C): -0.682, atom 6 (C): -0.129, atom 7 (C): -0.604, atom 8 (H): 0.138